Entry 1:
Entry from the Open Molecules 2025 dataset: C34H51Br16ClFN2O7S as an isolated structure in a non-equilibrium geometry (ωB97M-V with the def2-TZVPD basis set).

Last column: Mulliken charge in e.
Geometry (Å):
C  -6.437497  -0.160925  -1.620091  -0.016
H  -0.810644  6.248651  1.843152  0.398
C  5.118615  -8.140696  3.076397  -0.591
H  -4.379953  -1.339282  2.040559  0.372
C  3.838171  -2.581207  3.849336  -0.658
H  3.289441  10.423633  -8.285592  0.430
H  3.451063  -3.024792  4.888691  0.290
H  -5.865193  0.769112  -1.564706  0.407
Br  1.164581  -6.553406  -3.845570  -0.121
C  -5.627285  -1.335599  -2.117436  -0.676
Br  -4.462422  -3.193838  2.983187  -0.135
H  -6.100557  -2.302112  -1.927537  0.430
Br  -3.868162  -1.386961  -1.275720  -0.015
C  -0.751642  5.345530  1.229588  -0.684
H  5.456206  -4.198054  4.179654  0.363
C  -10.428913  1.406446  -3.353502  -0.573
C  -5.485716  -4.086389  5.508946  -0.629
Br  -2.254056  -5.736712  -4.972618  -0.131
H  -0.876174  -7.712530  -5.638609  0.380
Br  3.382698  -6.403506  1.595855  -0.105
C  -4.210448  -4.088791  4.698183  -0.686
H  6.585043  -4.086499  1.786953  0.318
H  5.745408  9.648121  -8.764474  0.354
H  -10.415192  1.749062  -2.315897  0.367
Br  -0.413490  9.523877  -3.650779  -0.121
C  -1.407638  -7.475159  -4.713733  -0.601
H  4.203561  -4.586634  2.826016  -0.677
Br  2.817410  8.642365  -5.202722  -0.158
H  -2.237056  -8.177994  -4.585620  0.347
C  -1.635352  -3.122989  0.344301  0.130
Cl  -1.472533  -4.819545  -0.474669  -0.109
F  -0.786073  -4.828175  2.668486  -0.162
Br  -9.684981  -0.396880  -3.368364  -0.134
H  3.251709  10.658197  -3.839381  0.391
C  3.431065  -0.315002  1.251804  0.312
C  1.403708  9.888633  -3.042188  -0.526
Br  -7.968209  2.866420  -3.535333  -0.134
C  -0.518140  -7.473902  -3.492077  -0.338
H  4.257393  9.983124  -6.854557  0.010
C  7.532964  -0.724024  2.804770  -0.515
C  -0.242589  -2.848564  1.165228  0.009
Br  3.855621  12.421933  -6.895581  -0.150
Br  -5.807625  -2.338608  6.312349  -0.144
H  0.275361  2.147001  3.547620  0.272
H  -2.774463  -1.557247  3.084035  0.402
H  -5.426034  -1.238641  -3.189080  0.362
H  -3.917837  -5.112420  4.443456  0.368
H  1.308563  10.738539  -2.358865  0.374
C  -0.792361  5.624726  -0.255014  -0.607
H  -6.373804  -4.336907  4.922338  0.368
C  2.381717  2.407639  1.111479  0.716
H  4.325807  -1.552530  4.114544  0.376
C  -3.001974  -3.026373  1.300231  -0.735
O  1.047231  2.186063  1.049446  -0.380
C  1.352245  -3.668971  3.163646  -0.408
C  1.173003  2.357546  4.268393  -0.809
H  6.287328  11.169213  -8.009462  0.381
H  7.960375  0.383891  2.904089  0.343
H  -3.097597  -3.913817  2.056861  0.397
H  -7.316708  -0.004986  -2.252250  -0.267
H  4.664360  -7.654227  3.943905  0.338
H  3.214157  2.262292  -1.009121  0.355
C  3.496139  1.823354  0.064522  -0.480
Br  6.801336  -7.220200  2.722903  -0.127
S  0.403400  -0.570014  -0.683390  -0.059
H  1.734273  9.011821  -2.479938  0.206
N  0.073610  -3.797542  2.340238  0.688
H  -5.405852  -4.777417  6.353373  0.385
O  1.242555  -3.678581  6.114186  -0.223
C  0.862818  -1.651913  0.784920  -0.580
H  -10.230224  3.246344  -4.457201  0.340
O  4.394483  0.108902  2.117403  -0.410
Br  0.892740  4.423443  1.729173  0.053
C  2.525341  -2.512450  2.871885  0.306
O  2.804639  3.316400  2.228664  -0.410
Br  5.200823  11.566703  -10.224743  -0.143
H  5.269743  -2.927538  1.096105  0.194
Br  0.356566  7.130549  -0.722033  -0.114
H  1.180159  -1.072251  -1.761984  0.240
O  1.540994  -4.682169  4.255344  -0.082
H  -1.558236  4.663657  1.514911  0.348
C  -9.677057  2.316060  -4.297413  -0.558
H  -1.837559  -2.381186  -0.548065  -0.013
N  0.700751  -4.348470  5.251059  0.104
H  -0.472193  4.777172  -0.866029  0.320
H  -9.461714  1.855235  -5.265316  0.363
C  4.229116  -8.141952  1.854741  -0.593
C  2.605130  2.666001  3.532707  0.703
C  2.309080  10.236709  -4.200979  -0.576
H  0.816317  3.188739  5.024198  0.295
H  -0.232782  -8.495266  -3.223114  0.343
H  -2.746569  -0.745635  1.286471  0.224
H  -3.375917  -3.591328  5.198468  0.406
H  4.760581  -8.379323  0.929864  0.376
H  -11.467372  1.287369  -3.678688  0.350
O  3.516251  0.360957  -0.086561  -0.273
H  -1.797891  5.929424  -0.562251  0.385
C  4.885569  -3.709576  3.258620  0.344
C  -3.206771  -1.555084  1.996850  -1.069
C  4.177529  10.674151  -7.698984  -0.300
H  1.326939  1.368294  4.918704  0.254
H  5.403973  -9.162059  3.345360  0.374
H  -3.906237  -3.155063  0.532770  0.487
H  3.399699  -8.844788  1.982853  0.353
H  4.588461  2.252608  0.283788  0.251
C  6.870873  -1.968828  2.582567  -0.244
H  1.855086  10.930652  -4.913650  0.374
O  3.726302  2.323428  4.216767  -0.498
H  -0.972395  -6.987434  -2.624569  0.119
C  5.874747  -3.169584  2.068940  -0.051
Br  -7.149000  -0.499477  0.163996  -0.128
C  2.292459  -1.451714  1.629357  0.990
C  5.452797  10.671750  -8.509748  -0.610

Cartesian forces, eV/Å:
C -0.1 0.0 0.1
H -0.1 -0.1 -0.3
C 0.3 -0.1 0.0
H 3.1 0.6 -0.5
C -0.6 -1.0 0.8
H 0.3 0.1 0.1
H 0.7 1.0 -2.4
H -0.1 -0.3 0.0
Br -0.1 0.0 0.1
C -0.1 0.1 -0.4
Br -7.6 -2.9 7.7
H 0.1 0.3 0.0
Br -0.4 0.4 -0.6
C 0.1 -0.1 0.2
H -0.9 1.4 -2.1
C -0.2 -0.1 -0.1
C 0.0 -0.1 0.5
Br 0.1 -0.1 0.0
H 0.0 0.1 0.3
Br -0.2 -0.4 -0.4
C -0.6 -0.6 -0.1
H -1.6 2.0 0.6
H -0.1 0.2 0.1
H 0.1 0.0 -0.3
Br 0.1 0.0 0.0
C -0.3 0.0 0.0
H 1.8 2.1 1.0
Br -0.2 -0.1 0.2
H 0.2 0.1 0.0
C -0.1 0.9 0.0
Cl -0.2 1.7 1.1
F 1.3 1.6 -0.6
Br -0.1 0.0 0.0
H -0.2 -0.1 0.0
C 5.6 3.3 3.2
C -0.2 0.2 0.1
Br 0.0 -0.1 -0.1
C 0.2 -0.2 0.0
H 0.1 0.2 -0.3
C -5.2 -8.3 -2.0
C 2.0 0.4 0.7
Br -0.1 -0.1 -0.1
Br 0.0 -0.1 -0.1
H 2.0 0.6 1.1
H -0.5 0.5 -2.4
H -0.1 0.0 0.2
H -0.1 0.1 0.2
H 0.1 -0.1 -0.2
C -0.3 0.3 0.0
H 0.3 0.1 0.1
C -6.1 -1.9 0.6
H -1.1 -1.8 -1.1
C 2.5 -0.6 -3.3
O 9.8 -1.7 -0.5
C 0.5 1.2 -1.5
C -0.5 -0.9 0.1
H -0.3 -0.1 0.0
H -1.0 -3.3 -0.1
H 2.6 1.5 -3.2
H 0.3 -0.1 0.1
H 0.0 -0.1 -0.3
H 0.4 -1.2 2.4
C 0.9 2.2 -0.8
Br -0.2 0.1 0.1
S 0.8 -1.4 0.7
H 0.0 0.2 -0.2
N 3.1 3.3 -0.8
H 0.0 0.1 -0.1
O -1.5 -2.4 -3.0
C 1.3 -2.3 2.0
H 0.1 -0.2 0.1
O -7.1 -3.5 -5.1
Br -3.3 5.6 0.4
C -2.2 0.0 -1.3
O 0.9 -4.8 -0.2
Br 0.1 0.0 0.1
H 1.3 0.1 1.9
Br 0.0 -0.2 0.0
H -0.6 0.1 1.6
O 1.6 2.4 -5.5
H 0.0 0.1 -0.1
C 0.0 0.2 0.0
H 1.4 -1.5 1.9
N -0.9 3.0 5.5
H 0.0 0.1 0.2
H -0.1 0.0 0.3
C -0.2 -0.3 0.1
C 5.7 -2.2 4.9
C 0.2 0.1 0.1
H 1.2 -1.4 -1.8
H -0.1 0.2 -0.1
H -0.4 -1.2 1.3
H -0.3 0.0 -0.1
H -0.1 0.1 0.3
H 0.2 0.1 0.0
O -2.0 -0.9 3.6
H 0.2 -0.1 0.1
C -0.7 -0.3 0.0
C 1.1 1.6 -1.8
C 0.2 -0.1 0.2
H 0.0 2.3 -1.5
H -0.1 0.2 -0.1
H 2.2 -0.1 1.6
H 0.2 0.2 0.0
H -2.6 -1.1 0.0
C 3.5 9.1 0.6
H 0.1 -0.2 0.2
O -7.5 2.5 -5.0
H 0.0 -0.1 -0.3
C 1.4 -0.7 1.0
Br 0.1 0.0 0.0
C -2.8 -3.2 0.4
C 0.0 -0.1 -0.3

## Properties
Kohn-Sham gap (eV): 5.0
Charge: +1
M (g/mol): 1964.8

***

Entry 2:
Entry from the Open Molecules 2025 dataset: C30H30ClN9O5S2Ti as an isolated structure in a non-equilibrium geometry (ωB97M-V with the def2-TZVPD basis set).

Last column: Löwdin spin population.
Geometry (Å):
C  2.429949  -1.744835  -2.410996  0.004
H  -0.309841  2.618678  -1.678667  -0.002
C  -3.571922  2.685899  -0.777014  0.048
C  -2.428856  2.922067  -1.572785  0.121
N  -1.045351  1.934132  0.107666  0.150
H  3.159004  2.418708  -2.707888  0.000
S  1.500516  2.045259  -4.379901  0.000
N  0.901073  1.037616  4.393390  -0.002
C  1.981745  -1.570780  2.578741  0.002
C  2.816463  3.007296  -3.558718  0.000
C  2.320860  5.432004  -4.017952  0.000
H  3.501004  0.844497  -0.353222  0.001
N  1.647640  0.923989  -2.025524  0.000
C  -3.432328  2.125691  0.459497  0.056
O  0.796216  4.080310  2.130529  0.002
C  0.687636  -2.350924  -0.663340  0.000
H  -0.146379  -1.346883  2.913602  0.001
H  0.452392  -2.985989  3.081268  0.000
H  1.824623  7.492781  -4.335962  0.000
Cl  2.036134  3.534127  1.684350  0.001
C  1.031420  0.823960  -3.163449  -0.002
C  1.412836  6.869988  -2.319595  0.000
H  3.633375  3.100017  -4.276782  0.000
H  -4.275233  1.947380  1.111653  0.003
H  2.655222  5.277352  -5.038769  0.000
H  1.125560  5.955699  -0.393521  0.000
C  0.695661  -1.935895  3.263195  0.002
H  1.647667  1.282895  3.761519  0.000
C  3.160337  -2.273188  2.685748  0.000
H  2.939762  -0.887442  -2.840897  0.000
C  -1.272355  -3.057088  0.593948  -0.002
H  -3.325446  1.173491  6.238456  0.002
C  0.022200  -4.691743  -0.608896  -0.001
H  4.300000  1.487247  1.062917  0.000
C  0.868652  -3.689723  -1.038330  0.005
H  0.192309  -5.716419  -0.914801  0.000
H  -4.557494  2.949379  -1.144579  0.001
H  1.937080  -2.295490  -3.211221  0.001
N  -2.935400  1.243211  3.123213  0.069
C  1.851260  6.675539  -3.623900  0.000
C  1.453771  5.817624  -1.416028  0.000
C  -1.066181  -4.358581  0.197674  0.006
Ti  0.592398  0.661333  0.765836  0.953
H  -1.751812  -5.133863  0.523082  0.000
S  -0.173718  -0.227885  -3.746026  0.001
O  2.865341  4.535546  1.094390  0.000
C  4.106869  0.566143  0.507137  0.001
O  2.722248  2.861701  2.751718  0.001
H  1.960535  3.750489  -1.105947  0.000
C  -1.209598  2.512462  -1.086061  0.012
C  -0.370064  1.124116  3.953074  0.014
O  -0.570946  -0.832084  0.678927  -0.002
H  0.772250  -1.787203  4.343562  0.000
C  1.924279  4.573702  -1.812452  0.000
C  -2.137597  1.786541  0.927561  0.118
C  1.452846  -1.299046  -1.362674  0.030
N  -0.577848  1.207930  2.636102  0.082
H  5.063344  0.191437  0.132256  0.000
C  3.479281  -0.486465  1.368769  0.005
C  -0.380975  -2.038906  0.209315  0.006
H  1.036177  1.179330  5.376221  0.000
H  3.293635  -3.186418  3.249868  0.000
O  1.763438  2.522247  0.606998  0.010
H  -4.482357  1.254624  4.991181  0.000
H  -2.488936  3.363240  -2.557299  0.008
C  -2.576638  1.094362  4.376208  0.036
N  -3.590407  0.909576  5.304560  0.010
N  1.278379  -0.046865  -1.081214  -0.010
H  -2.092553  -2.774843  1.241614  0.000
N  -1.334460  1.096630  4.885406  0.060
C  4.122412  -1.577465  1.906811  0.001
H  5.161259  -1.833378  1.747543  0.000
N  2.156386  -0.460650  1.771202  0.008
C  2.355195  4.367055  -3.119815  0.000
H  3.163029  -2.389093  -1.919060  0.001
H  1.042819  7.840132  -2.009208  0.000
H  1.688853  -3.946853  -1.692842  0.000
C  -1.890728  1.386992  2.259317  0.190

Cartesian forces, eV/Å:
C 0.0 0.1 -0.1
H 0.0 0.0 0.0
C 0.0 0.0 0.0
C 0.0 0.0 0.0
N 0.0 -0.2 0.1
H -0.1 0.0 -0.1
S 0.1 0.0 0.0
N -0.1 0.1 0.0
C 0.0 0.0 0.1
C 0.1 0.1 0.0
C 0.0 0.0 0.0
H -0.1 0.0 0.0
N 0.3 -0.4 0.5
C 0.0 0.0 0.0
O -0.1 0.1 0.0
C 0.2 0.1 -0.1
H 0.0 0.0 0.0
H 0.0 0.0 0.0
H 0.0 0.0 0.0
Cl -0.1 -0.6 -0.5
C -0.1 0.2 -0.3
C 0.0 0.0 0.0
H 0.0 0.0 0.0
H 0.0 0.0 0.0
H 0.0 0.0 0.0
H 0.0 0.0 0.0
C 0.0 0.0 0.0
H 0.1 0.0 0.0
C 0.0 0.0 0.0
H 0.0 0.0 0.0
C 0.1 0.0 0.0
H 0.0 0.0 0.0
C 0.0 0.1 0.0
H 0.0 0.0 0.0
C 0.0 0.0 0.1
H 0.0 0.0 0.0
H 0.0 0.0 0.0
H 0.0 0.0 0.0
N 0.2 0.1 0.1
C 0.0 0.0 0.0
C 0.0 0.0 0.0
C -0.1 -0.1 0.0
Ti -0.1 0.6 0.9
H 0.0 0.0 0.0
S 0.1 0.1 0.0
O 0.1 0.1 0.1
C 0.1 0.0 0.0
O 0.0 0.0 0.1
H 0.0 0.2 -0.2
C 0.0 -0.1 -0.1
C 0.1 0.0 0.0
O -0.1 -0.3 -0.3
H 0.0 0.0 0.0
C 0.0 -0.1 -0.1
C -0.1 0.2 0.1
C 0.0 -0.2 0.1
N 0.1 0.0 -0.3
H 0.0 0.0 0.0
C 0.0 0.1 0.0
C 0.1 0.0 0.0
H 0.0 0.0 0.0
H 0.0 0.0 0.0
O 0.0 0.2 0.8
H 0.0 0.0 0.0
H 0.0 0.0 0.0
C -0.1 0.0 0.0
N 0.0 0.0 0.0
N -0.3 -0.3 -0.7
H 0.0 0.0 0.0
N 0.0 0.0 0.0
C 0.0 0.0 0.0
H 0.0 0.0 0.0
N 0.0 0.0 -0.1
C 0.0 0.0 0.0
H 0.0 0.0 0.0
H 0.0 0.0 0.0
H 0.0 0.0 0.0
C -0.2 0.0 -0.2

## Properties
Kohn-Sham gap (alpha / beta) (eV): 4.9 / 6.3
Charge: -2
M (g/mol): 744.1
Spin multiplicity: 3
ΔE to the lowest compared entry with this formula, charge and spin (kcal/mol): 0.0

***

Entry 3:
Entry from the Open Molecules 2025 dataset: an isolated ion of composition CH2Cl2NO2S and charge -1 in a non-equilibrium geometry (ωB97M-V with the def2-TZVPD basis set).

Last column: Mulliken charge in e.
Geometry (Å):
C  -1.176352  -0.774991  -0.773264  -0.167
O  -0.439779  0.858194  1.566923  -0.561
O  -0.087168  1.881467  -0.664497  -0.617
Cl  -2.686004  -0.168042  -0.241095  -0.186
S  -0.055384  0.699633  0.176539  0.907
H  1.618694  -0.876662  0.118547  0.269
H  1.992227  0.368139  -0.771982  0.263
N  1.601874  0.123014  0.159600  -0.615
Cl  -0.768107  -2.110748  0.429230  -0.294

Cartesian forces, eV/Å:
C 2.8 1.1 0.7
O 0.6 0.0 -0.4
O 0.4 0.0 0.1
Cl -2.3 0.5 0.2
S -0.4 -1.4 -0.8
H -0.5 -0.8 0.5
H -0.5 0.3 0.8
N -0.2 1.2 -1.2
Cl 0.2 -0.8 0.1

## Properties
Kohn-Sham gap (eV): 7.6
Charge: -1
Structure (SMILES): N[S@](=O)([O-])=C(Cl)Cl
M (g/mol): 163.0
ΔE to the lowest compared entry with this formula, charge and spin (kcal/mol): 33.1

***

Entry 4:
Entry from the Open Molecules 2025 dataset: C5H7FO2 as an isolated structure in a non-equilibrium geometry (ωB97M-V with the def2-TZVPD basis set).

Last column: Mulliken charge in e.
Geometry (Å):
H  0.881389  -0.761183  -1.777003  0.285
H  0.423302  -0.873299  1.720118  0.343
O  2.932075  0.674346  0.129008  -0.515
H  -1.830874  1.545184  -0.475509  0.340
C  -1.259056  0.765270  -0.956617  -1.424
C  1.782006  0.474124  -0.013730  0.429
C  -0.543790  -0.568445  1.399984  -1.370
O  0.738404  1.191592  0.415783  -0.406
H  -0.715084  1.161619  -1.748204  0.412
H  -0.912110  0.033272  2.085818  0.449
C  -0.226395  0.192897  0.109467  1.088
H  -1.872021  -0.034289  -1.416250  0.343
H  -1.367840  -1.353422  1.273301  0.278
F  1.100338  -1.840065  -0.121136  -0.284
C  0.869660  -0.607605  -0.625037  0.031

Cartesian forces, eV/Å:
H -0.3 0.9 1.9
H 0.3 -1.0 0.6
O 0.8 0.2 0.1
H -0.5 0.1 -0.1
C -0.2 -1.8 2.7
C 0.0 -0.7 -0.9
C -1.0 -2.2 -3.9
O 0.1 1.9 0.9
H 1.2 1.0 -1.3
H -1.7 3.3 3.3
C -1.5 -1.1 -2.3
H 0.0 0.4 0.7
H 1.7 0.6 -0.1
F 0.4 -1.1 0.2
C 0.6 -0.4 -1.7

## Properties
Kohn-Sham gap (eV): 11.3
Charge: 0
M (g/mol): 118.1
ΔE to the lowest compared entry with this formula, charge and spin (kcal/mol): 8.5